{"formula": "C33H88O11", "method": "the ωB97M-V functional and the def2-TZVPD basis", "elements": ["H", "H", "O", "C", "O", "H", "H", "H", "H", "C", "C", "C", "H", "O", "C", "H", "C", "O", "H", "C", "H", "C", "C", "H", "H", "H", "H", "H", "H", "H", "C", "C", "C", "H", "H", "H", "H", "H", "H", "C", "H", "H", "C", "H", "H", "H", "H", "H", "C", "H", "H", "H", "C", "H", "O", "H", "C", "H", "C", "H", "H", "H", "H", "H", "O", "H", "C", "C", "H", "H", "C", "H", "H", "C", "C", "H", "H", "O", "H", "O", "H", "H", "H", "H", "H", "C", "H", "H", "H", "H", "H", "H", "O", "H", "H", "H", "H", "C", "H", "H", "H", "H", "C", "H", "C", "H", "H", "C", "H", "H", "H", "H", "H", "H", "H", "H", "C", "C", "H", "C", "O", "H", "C", "H", "C", "H", "H", "H", "H", "H", "O", "H"], "positions_angstrom": [[-5.378069, -3.962368, -3.173462], [4.039874, 3.773504, -1.105269], [-0.624827, -0.804067, 1.149073], [-5.280458, -3.371271, -2.260784], [-1.850422, -4.003576, -5.217050], [-1.051620, 5.072351, 2.808319], [3.102538, 2.633482, -1.942497], [0.892795, 3.783121, 0.856063], [-5.777619, -3.873306, -1.428614], [1.446021, 0.055949, 0.194302], [4.141405, 2.984296, -1.857017], [-3.851522, 0.099017, -0.316068], [5.719872, 3.840726, -2.913712], [-3.116788, -2.557427, -3.004275], [1.723995, 2.188855, 4.370348], [-1.632357, 1.433232, -3.109406], [-2.822479, -4.098183, 3.632632], [4.799975, 2.376097, -4.101323], [4.170818, 5.497931, -3.352926], [-0.211890, 5.187804, 2.108954], [-1.336487, 1.471107, 5.856094], [3.856202, 4.549450, -3.796233], [1.451491, -4.623423, 0.651253], [2.290943, 3.118236, 4.289028], [1.471823, 1.855433, 3.363250], [-1.167797, 2.173012, -1.588166], [2.395711, -4.675096, 1.206426], [4.707257, 2.141789, -1.452427], [0.830486, 4.979290, 3.756807], [-3.052057, -6.212917, 3.857238], [-3.936849, 0.456146, 1.168049], [0.158979, -3.452978, -4.058233], [4.741654, 2.687567, 2.198610], [-3.393516, 2.603334, 0.947849], [-2.489390, -0.723211, 1.760169], [-3.866274, -3.907894, 3.909736], [-2.234024, -5.387600, 5.219618], [-2.389973, -4.627524, -1.000384], [-2.297273, -2.234092, 3.909515], [0.829858, -6.022109, 0.712675], [-0.872579, 3.751284, 0.539763], [1.353961, -6.741139, 0.083071], [4.645391, 0.173666, 1.888617], [2.413350, 1.475670, 4.827370], [2.836194, 4.430512, -3.430022], [-3.169096, 1.986390, 2.545570], [-2.076511, 1.495868, 1.267226], [-3.301436, -1.616639, -2.928951], [5.438520, 1.331849, 2.403996], [-2.764971, -4.960812, -2.731120], [-1.709183, -4.295174, 1.805584], [-0.271369, 3.090739, 2.010042], [-0.501665, 6.432791, 1.282999], [-0.828019, 3.829812, 5.386935], [0.535135, -3.657434, 1.169640], [-0.104649, -3.534060, -6.186355], [-0.666626, -3.207364, -5.312685], [0.369868, -4.520699, -3.929578], [-3.147166, -4.586388, -1.779717], [-4.005743, -0.971793, -0.461452], [5.564730, 1.836089, -3.883495], [-1.039083, 1.382900, 4.126487], [0.387839, 6.748813, 0.736637], [0.072144, -0.551358, -2.103871], [0.016907, 3.733694, 4.936471], [2.634513, -4.862425, -1.160603], [-0.288189, -1.058737, -1.207165], [-1.414485, 2.391224, -2.633621], [1.947269, 0.379111, -0.727508], [5.373590, 3.453795, 1.753749], [-0.124664, 4.532933, -2.847628], [3.616478, 0.129938, 2.247129], [-0.153115, 0.347693, 5.277719], [-3.813296, -3.232626, -1.920158], [-1.045759, -1.739409, -5.432152], [4.674142, 0.213331, 0.799837], [0.878469, 4.917006, -3.035591], [6.643464, 1.322073, 1.598933], [1.021801, -4.326019, -1.475167], [-3.420971, -0.585662, 1.989699], [0.063449, -2.083300, -1.098134], [-3.450693, -4.605155, 1.644746], [-1.367593, -1.207605, -1.349458], [3.881447, 4.555573, -4.879480], [-2.344463, 2.960595, -2.583158], [1.846046, -4.227232, -0.757820], [-0.358374, -1.730158, 1.130201], [-0.324541, 4.645299, -1.778985], [5.087393, -0.777358, 2.196312], [1.935902, -0.848726, 0.546010], [-1.373315, 6.279069, 0.651632], [3.873254, 2.516581, 1.552923], [-0.426671, 3.029126, -4.727054], [-2.776570, -2.945531, 1.745455], [-5.795465, -2.428244, -2.451650], [-0.430893, -3.196352, -3.176522], [-0.545727, 0.797031, -0.150023], [-3.128878, 1.690023, 1.496075], [5.745507, 1.231902, 3.449553], [0.814362, 2.427228, 6.306813], [-2.292084, -3.728926, -4.403502], [0.680882, 2.555344, -3.077995], [-0.548644, 1.348392, 5.102493], [1.139311, -2.970489, -4.089682], [-0.049476, -0.157854, 0.005112], [1.626084, 0.953040, 0.798505], [-0.728280, 7.241573, 1.984050], [-0.252088, 3.086480, -3.290097], [-0.802059, 5.200260, -3.381969], [-2.853485, 0.358554, -0.682407], [4.308853, 3.141746, 3.093369], [0.601486, -3.717887, 2.130095], [7.156474, 2.108498, 1.805776], [0.940336, -6.380214, 1.742392], [-3.900270, -5.340821, -1.521244], [-3.637113, -2.646109, -1.017152], [-0.096719, 3.905844, 1.295759], [4.726084, 3.459991, -3.175740], [-1.375116, -5.721264, 3.731104], [-2.705109, -3.967936, 2.123560], [0.961303, 5.353144, 2.874354], [-0.229365, -6.021534, 0.461269], [0.513039, 2.416008, 5.252367], [-4.591782, 0.637792, -0.907831], [-2.346971, -5.428380, 4.135866], [-0.146694, -1.162439, -5.673623], [0.386182, 2.660779, -5.081427], [2.137020, -3.177628, -0.830976], [-1.390785, -1.333999, -4.477832], [-1.838858, -1.611361, -6.165131], [-2.043743, -3.078419, 4.297567], [-4.987784, 0.570916, 1.436739]], "forces_ev_per_angstrom": [[0.0, -0.1, 0.1], [0.5, 0.1, -0.1], [-0.3, 0.7, 0.3], [-0.1, 0.0, 0.1], [0.3, -0.2, -0.4], [-0.1, -0.1, -0.2], [0.2, -0.1, -0.5], [0.0, 0.1, -0.1], [-0.2, 0.0, -0.1], [0.1, 1.2, -0.3], [-0.8, -0.3, 0.5], [0.2, 0.1, 0.1], [0.1, 0.0, -0.5], [-0.1, -0.1, 0.5], [0.5, 0.2, 0.2], [0.1, 0.0, -0.1], [0.0, 1.2, -0.2], [0.2, 0.1, -0.1], [0.0, 0.2, -0.4], [-0.6, -0.1, -0.1], [0.0, 0.1, -0.1], [0.1, 0.1, 1.1], [0.3, -0.7, -1.0], [-0.1, 0.0, -0.1], [-0.1, 0.0, 0.0], [0.0, 0.1, -0.1], [-0.2, 0.4, 0.4], [0.2, 0.2, 0.1], [-0.2, -0.1, -0.2], [0.0, 0.0, 0.1], [0.3, 0.0, 0.1], [0.4, -0.7, 0.0], [-1.1, -0.2, 0.1], [-0.2, -0.3, -0.2], [0.2, 0.2, -0.2], [0.0, -0.3, 0.1], [-0.2, -0.1, 0.0], [0.3, 0.1, -0.2], [-0.1, 0.1, 0.0], [0.3, 0.0, 0.6], [0.1, 0.4, -0.1], [0.0, 0.1, -0.1], [-0.2, -0.9, 0.3], [-0.2, -0.2, -0.1], [-0.1, -0.2, -0.4], [-0.2, -0.4, 0.1], [0.0, -0.1, 0.0], [0.0, 0.1, -0.2], [1.0, 1.3, -0.3], [0.3, 0.3, 0.0], [-0.2, -0.2, 0.0], [0.4, -0.1, -0.1], [0.4, 0.2, 0.8], [0.0, 0.2, 0.0], [0.5, 0.1, 0.4], [-0.2, -0.1, -0.2], [-0.5, 0.0, 1.0], [-0.1, 0.0, -0.3], [-0.6, -0.9, 0.2], [-0.1, 0.2, 0.1], [0.0, -0.1, 0.0], [0.2, -0.1, -0.1], [-0.1, -0.2, -0.3], [0.2, -0.4, -0.1], [-0.3, -0.5, 0.1], [0.2, 0.0, 0.3], [-1.2, 0.5, -0.2], [-0.3, -0.6, 0.8], [-0.3, -0.5, -0.3], [0.2, -0.2, -0.1], [0.3, 0.4, 0.2], [0.0, 0.4, 0.0], [0.2, 0.0, -0.2], [0.6, 0.2, -0.7], [0.5, 0.2, 0.1], [-0.2, 0.0, 0.0], [0.0, 0.0, 0.0], [-0.1, -0.2, 0.1], [-0.2, -0.1, 0.3], [-0.4, -0.5, 0.1], [0.7, 0.2, 0.1], [0.0, 0.1, -0.1], [0.1, 0.2, 0.0], [0.1, 0.1, 0.0], [0.1, 0.3, -0.4], [-0.6, 0.3, -0.7], [0.2, -0.2, -0.1], [0.1, -0.1, 0.0], [0.2, 0.1, -0.1], [0.0, 0.1, 0.3], [0.1, 0.0, -0.3], [0.2, 0.3, -0.2], [0.1, 0.0, 0.4], [-0.5, 0.0, 0.3], [0.2, 0.1, 0.2], [0.2, 0.5, 0.0], [-0.2, 0.0, 0.2], [0.3, 1.1, -0.1], [-0.2, -0.2, 0.0], [0.2, 0.0, -0.1], [-0.1, 0.2, -0.1], [-0.1, -0.1, 0.3], [-0.6, 0.0, 0.2], [-0.2, 0.3, 0.2], [0.6, -1.6, -0.6], [0.0, -0.5, 0.7], [0.0, 0.0, -0.1], [-0.2, 0.3, -0.8], [-0.2, -0.3, -0.1], [-0.1, -0.1, -0.1], [0.2, -0.3, 0.2], [-0.3, 0.1, 0.0], [0.0, 0.0, 0.1], [-0.3, -0.1, -0.1], [0.0, 0.2, 0.2], [-0.2, -0.2, 0.1], [-0.4, -0.7, 0.5], [-0.4, -0.1, 0.3], [0.0, 0.2, -0.1], [0.6, -0.3, -0.2], [0.5, 0.5, 0.0], [0.0, 0.1, -0.1], [0.2, 0.0, 0.1], [0.0, 0.1, 0.0], [0.0, -0.4, 0.3], [-0.2, 0.1, -0.3], [-0.1, 0.1, -0.2], [0.3, -0.1, 0.2], [-0.1, -0.2, 0.0], [0.2, 0.1, -0.2], [0.2, -0.3, -0.3], [0.0, 0.0, 0.2]], "mulliken_charge": [0.372, 0.370, 0.053, -1.605, -0.677, 0.202, -0.176, 0.252, 0.408, -1.988, -0.642, -0.117, 0.277, -0.436, -0.860, 0.123, 0.527, -0.574, 0.367, 0.486, 0.487, -0.659, 0.519, 0.205, -0.081, -0.251, 0.179, 0.325, 0.387, 0.355, 0.022, -0.625, -0.682, 0.468, 0.258, 0.272, 0.389, -0.003, 0.273, -1.255, 0.026, 0.409, -1.241, 0.583, -0.340, 0.398, -0.407, 0.233, 0.649, 0.414, -0.151, -0.334, -1.578, 0.256, -0.151, 0.406, 0.196, 0.351, -1.265, -0.055, 0.332, 0.123, 0.341, 0.647, -0.553, 0.509, -0.616, -0.538, 0.406, 0.456, -1.022, 0.182, 0.400, 2.394, -0.719, 0.244, 0.158, -0.571, 0.145, -0.498, -0.697, 0.458, 0.093, 0.365, 0.435, -1.299, -0.095, -0.001, 0.448, 0.314, 0.345, -0.136, -0.634, -0.044, 0.367, -0.230, -1.739, -0.676, 0.251, 0.333, 0.254, -0.020, -1.366, 0.443, 3.522, 0.136, 0.403, 0.979, 0.392, -0.478, 0.145, 0.138, 0.323, 0.355, 0.403, -1.215, 0.100, 0.363, 0.225, -0.336, -0.674, 0.172, 0.481, 0.589, -1.328, 0.425, 0.366, 0.268, -0.231, 0.317, -0.585, 0.409], "e_above_lowest_kcal_mol": 41.7, "smiles": "CC(C)O.CC(C)O.CC(C)O.CC(C)O.CC(C)O.CC(C)O.CC(C)O.CC(C)O.CC(C)O.CC(C)O.CC(C)O", "charge": 0}